{
  "formula": "C31H65Br2FN5O10P2S4",
  "method": "wB97M-V/def2-TZVPD",
  "charge": 1,
  "lumo_energy_ev": -3.06,
  "molar_mass_g_mol": 1036.91,
  "energy_ev": -265836.707,
  "species": ["C", "C", "C", "F", "N", "C", "P", "N", "C", "P", "N", "O", "N", "C", "Br", "C", "C", "C", "N", "C", "C", "O", "C", "C", "C", "C", "Br", "H", "H", "H", "H", "H", "H", "H", "H", "H", "H", "H", "H", "H", "H", "H", "H", "H", "H", "H", "H", "H", "H", "H", "H", "H", "H", "H", "H", "H", "H", "H", "H", "H", "C", "C", "C", "S", "O", "O", "C", "H", "H", "H", "H", "H", "H", "H", "H", "C", "C", "C", "S", "O", "O", "C", "H", "H", "H", "H", "H", "H", "H", "H", "C", "C", "C", "S", "O", "O", "C", "H", "H", "H", "H", "H", "H", "H", "H", "C", "C", "C", "S", "O", "O", "C", "H", "H", "H", "H", "H", "H", "H", "H"],
  "xyz": [[1.39210, 3.14110, -0.87791], [0.06095, 2.33920, -0.91640], [0.07235, 1.08587, 0.06209], [1.37714, 0.99631, 0.49093], [-0.50208, -0.05852, -0.58881], [-1.83434, 0.18394, -1.13757], [-2.98370, 1.42915, -0.26534], [-3.72101, 2.31331, -1.37190], [-2.77015, -1.06906, -1.28693], [-4.31119, -0.73709, -2.42076], [-5.62424, -0.51441, -1.26156], [-4.69541, -2.21057, -3.17057], [-2.09308, -2.37495, -1.55832], [-0.59999, -2.39895, -1.34575], [-0.31254, -4.29968, -0.77332], [-0.01438, -2.35514, -2.77038], [-0.48298, -1.20892, -3.66047], [0.48272, -0.18088, -4.32601], [-1.71983, -1.11181, -3.95546], [-0.10549, -1.40848, -0.24852], [-0.90927, -1.76635, 1.10400], [-0.11528, -2.20591, 2.15703], [-0.68331, -1.90120, 3.42325], [1.36139, -1.69809, 0.13788], [2.52546, -1.51373, -0.88592], [2.55095, -0.26261, -1.77293], [4.17836, -1.44240, 0.24382], [1.65079, 3.50198, 0.11978], [1.28014, 4.03032, -1.51836], [2.19108, 2.55034, -1.34061], [-0.09411, 2.03619, -1.95678], [-0.71165, 3.02979, -0.54930], [-0.47034, 1.32096, 0.99840], [-1.72200, 0.60180, -2.15079], [-2.33651, 2.30992, 0.62767], [-3.97249, 0.72670, 0.48894], [-3.49110, 3.28420, -1.18941], [-3.22850, -1.19562, -0.28263], [-5.30072, -0.82521, -0.34180], [-6.36886, -1.17639, -1.48197], [-4.52495, -2.97070, -2.60147], [-2.31017, -2.67476, -2.52256], [-2.53721, -3.08273, -0.97140], [-0.42469, -3.25143, -3.27353], [1.06492, -2.48045, -2.88101], [0.17788, -0.08992, -5.37406], [1.46788, -0.65821, -4.34169], [0.45321, 0.78166, -3.81071], [-1.87096, -0.30840, -4.55948], [-1.69552, -2.53922, 0.91944], [-1.47464, -0.86972, 1.43490], [-1.53900, -2.57391, 3.59704], [0.05040, -2.05987, 4.22911], [-1.04737, -0.86415, 3.51303], [1.68298, -1.13225, 1.01953], [1.48525, -2.73224, 0.48374], [2.65579, -2.46417, -1.41838], [1.58859, 0.22875, -1.93749], [3.20092, 0.48360, -1.29732], [3.03340, -0.48234, -2.73547], [1.84224, -3.11214, -9.58507], [0.64352, -2.24823, -9.18048], [0.62183, -2.18576, -7.64922], [2.32458, -2.38480, -7.11395], [2.43148, -3.62506, -6.38233], [2.80229, -1.13724, -6.56296], [3.01413, -2.61724, -8.74478], [2.05508, -3.03540, -10.65017], [1.63616, -4.16062, -9.35691], [0.76464, -1.24230, -9.58838], [-0.29197, -2.64776, -9.57011], [0.24375, -1.23273, -7.28820], [0.03995, -3.00197, -7.22265], [3.83964, -3.32387, -8.69527], [3.36939, -1.64774, -9.09416], [6.32375, -0.68088, 3.13513], [6.59329, 0.62649, 2.38098], [7.41605, 1.52856, 3.30793], [8.34140, 0.43071, 4.38362], [7.87279, 0.61009, 5.73599], [9.74194, 0.50013, 4.04914], [7.65951, -1.09242, 3.74392], [5.92957, -1.45484, 2.47644], [5.59062, -0.50630, 3.92676], [7.16321, 0.41212, 1.47362], [5.66774, 1.11564, 2.07697], [8.11257, 2.15460, 2.75528], [6.77782, 2.14898, 3.93502], [7.56350, -1.81760, 4.54887], [8.34291, -1.46658, 2.98158], [1.01909, -0.18586, 8.90002], [0.91950, 0.94056, 7.86514], [0.77503, 0.28491, 6.48681], [-0.01709, -1.29987, 6.76894], [0.91192, -2.34781, 6.41754], [-1.36079, -1.26566, 6.23613], [-0.08932, -1.17257, 8.54820], [0.91154, 0.18821, 9.91701], [1.99289, -0.67496, 8.82175], [0.03920, 1.55197, 8.07619], [1.78816, 1.59692, 7.89768], [0.15650, 0.87854, 5.81689], [1.74468, 0.09637, 6.02789], [0.04903, -2.15629, 8.99157], [-1.07011, -0.77640, 8.81163], [-7.48336, 3.72657, 0.66933], [-7.56794, 4.28484, 2.09548], [-6.16139, 4.75211, 2.48824], [-5.34205, 5.20451, 0.95851], [-4.24323, 4.29110, 0.73412], [-5.15735, 6.63307, 0.91418], [-6.68139, 4.74705, -0.12945], [-8.47041, 3.56857, 0.23674], [-6.96070, 2.76618, 0.67736], [-8.25643, 5.13229, 2.11485], [-7.94470, 3.54244, 2.79839], [-6.18646, 5.61733, 3.14644], [-5.58709, 3.95110, 2.95174], [-6.27943, 4.34935, -1.05982], [-7.26728, 5.64494, -0.32563]],
  "atomic_forces_ev_per_a": [[-0.421, 0.005, -0.670], [0.486, 0.218, 1.068], [-0.102, 2.585, -0.142], [-0.029, -1.226, -0.127], [1.064, -0.916, -1.347], [-0.396, -0.672, -0.403], [-1.569, 2.831, -1.699], [0.884, -1.308, 0.630], [-0.681, 0.256, 1.953], [-1.068, 1.033, -1.991], [1.553, -1.332, 0.330], [1.090, 0.546, 1.326], [-0.711, 0.173, 0.079], [0.939, -1.034, -0.634], [0.051, 0.577, 0.003], [-0.140, -0.063, -1.079], [-0.074, 1.824, -1.020], [-0.058, -1.989, 0.400], [0.259, -0.762, 0.641], [-1.211, -1.215, 2.257], [-0.817, -0.363, 0.141], [0.308, 0.518, -0.004], [-0.365, -0.419, 0.663], [1.720, 0.412, -0.372], [-0.279, 0.034, 0.404], [0.793, 0.127, -0.092], [-0.353, -0.293, -0.335], [0.093, -0.295, -0.134], [-0.125, -0.258, 0.222], [0.003, 0.183, 0.486], [-0.380, 0.041, 0.291], [-0.067, -0.249, -0.610], [0.036, -0.079, -0.246], [-0.348, 0.332, 0.486], [0.165, -0.878, 0.366], [0.861, -0.415, 0.112], [-0.236, 0.111, -0.113], [0.427, -0.291, -0.331], [-0.356, 0.235, 0.086], [-0.127, 0.278, -0.265], [-0.524, -0.377, -0.078], [0.330, 0.481, -0.213], [0.301, 0.063, 0.272], [0.204, 0.263, 0.200], [-0.135, 0.173, 0.677], [-0.035, 0.267, 0.312], [0.087, 0.734, 0.008], [0.197, -0.169, -0.099], [-0.273, -0.035, -0.103], [0.258, 0.256, -0.020], [0.343, -0.089, -0.300], [0.162, 0.230, 0.164], [-0.152, -0.190, -0.767], [0.167, -0.160, -0.326], [-0.783, 0.037, -0.311], [-0.587, 0.284, -0.126], [0.068, 0.493, -0.152], [0.083, -0.475, 0.035], [-0.345, -0.135, -0.123], [-0.235, -0.013, 0.207], [-0.098, -0.069, 0.075], [0.008, 0.047, -0.103], [-0.384, 0.019, -0.214], [0.105, 0.062, -0.387], [-0.011, 0.256, 0.233], [-0.050, -0.243, 0.305], [0.062, -0.114, -0.344], [0.015, -0.006, 0.025], [0.048, 0.008, -0.021], [0.012, -0.019, 0.022], [0.007, 0.020, 0.028], [0.068, -0.017, 0.098], [0.106, -0.024, 0.059], [0.020, 0.054, 0.164], [0.012, 0.010, 0.086], [-0.028, 0.083, 0.005], [-0.010, -0.040, -0.053], [-0.286, 0.178, -0.348], [0.221, -0.092, -0.088], [0.151, 0.025, -0.075], [-0.149, 0.055, 0.274], [-0.288, -0.250, -0.153], [0.028, -0.004, 0.077], [0.013, -0.051, 0.000], [-0.004, -0.006, 0.027], [0.025, -0.004, -0.008], [0.086, 0.005, 0.154], [0.079, -0.048, 0.094], [0.125, 0.088, 0.076], [0.046, 0.042, 0.043], [0.099, 0.014, -0.091], [-0.038, 0.044, 0.094], [0.184, 0.417, 0.006], [-0.097, 0.222, 0.554], [-0.251, -0.001, -0.204], [0.156, -0.234, -0.182], [0.116, 0.079, 0.361], [-0.001, -0.024, -0.014], [-0.031, -0.019, 0.033], [0.008, -0.028, -0.009], [-0.019, -0.013, -0.024], [-0.021, -0.143, -0.076], [-0.045, -0.122, -0.003], [-0.058, -0.060, -0.150], [-0.018, -0.038, -0.076], [0.044, -0.060, 0.119], [-0.080, 0.004, -0.061], [-0.276, -0.174, 0.325], [-0.422, 0.377, -0.095], [0.274, 0.191, 0.207], [0.327, -0.269, -0.022], [-0.259, -0.249, -0.196], [0.026, -0.002, -0.007], [-0.004, 0.021, -0.072], [0.029, -0.009, -0.009], [0.016, 0.034, 0.007], [0.169, 0.029, -0.065], [0.077, 0.039, -0.076], [0.140, 0.060, 0.054], [0.078, 0.041, 0.030]]
}


{
  "formula": "C31H66F9N3O6PS2",
  "method": "wB97M-V/def2-TZVPD",
  "charge": 1,
  "lumo_energy_ev": -4.34,
  "molar_mass_g_mol": 842.97,
  "energy_ev": -105378.670,
  "species": ["C", "C", "O", "N", "C", "N", "N", "C", "C", "C", "F", "F", "C", "F", "F", "S", "F", "F", "F", "F", "F", "C", "C", "S", "O", "O", "P", "C", "O", "O", "C", "C", "C", "O", "H", "H", "H", "H", "H", "H", "H", "H", "H", "H", "H", "H", "H", "H", "H", "H", "H", "H", "H", "H", "H", "H", "H", "H", "C", "C", "C", "C", "C", "C", "H", "H", "H", "H", "H", "H", "H", "H", "H", "H", "H", "H", "H", "H", "C", "C", "C", "C", "C", "C", "H", "H", "H", "H", "H", "H", "H", "H", "H", "H", "H", "H", "H", "H", "C", "C", "C", "C", "C", "C", "H", "H", "H", "H", "H", "H", "H", "H", "H", "H", "H", "H", "H", "H"],
  "xyz": [[-1.01558, -3.36310, -1.99503], [0.41453, -3.30988, -1.47910], [0.48408, -2.33408, -0.38759], [1.57931, -1.50478, -0.44855], [2.57982, -1.78786, 0.33726], [2.75963, -3.06364, 0.80256], [3.43636, -0.74641, 0.66856], [3.10861, -0.15016, 2.02412], [1.93244, -0.81731, 2.72966], [1.50200, -0.15182, 4.02637], [2.48494, -0.22737, 4.93608], [0.47342, -0.88914, 4.50210], [0.91832, 1.32391, 3.83718], [-0.25323, 1.40028, 4.46669], [0.66810, 1.46790, 2.51116], [1.98007, 2.80762, 4.40762], [2.01044, 2.16760, 5.85524], [0.69198, 3.62784, 4.78578], [1.95226, 3.46265, 2.96491], [3.29784, 2.01370, 3.98649], [2.87333, 3.97903, 4.91490], [3.59823, 0.18616, -0.45011], [4.43923, 1.41580, -0.11654], [5.91981, 1.20179, 0.88675], [5.60831, 1.63416, 2.21763], [7.03546, 1.71600, 0.16235], [4.33795, -0.87234, -1.86826], [4.18977, 0.33565, -3.21944], [5.95225, -0.73435, -1.61289], [2.34937, 0.68784, -0.93222], [1.20105, -0.06312, -0.66126], [0.19320, 0.12915, -1.78573], [-1.01996, 0.89577, -1.28863], [-0.55734, 2.16673, -0.86286], [-1.13404, -2.80668, -2.92348], [-1.69048, -2.93764, -1.25046], [-1.31995, -4.39355, -2.16728], [0.73344, -4.26676, -1.06670], [1.12979, -3.01572, -2.24752], [2.44417, -3.36787, 1.70599], [3.17389, -3.73567, 0.17747], [2.89450, 0.90109, 1.84847], [3.98560, -0.20383, 2.66450], [2.18690, -1.83131, 3.04231], [1.03221, -0.86985, 2.11181], [3.83307, 2.14216, 0.43184], [4.76636, 1.89625, -1.03742], [6.01228, -0.14980, 0.94838], [3.39662, -0.01536, -3.88175], [5.12260, 0.32196, -3.78344], [3.95611, 1.34499, -2.88932], [6.29642, -1.38544, -0.98928], [0.75597, 0.24772, 0.29334], [-0.14769, -0.82640, -2.17857], [0.68496, 0.70286, -2.57161], [-1.75989, 0.98185, -2.08906], [-1.47821, 0.35778, -0.44919], [-1.19745, 2.55812, -0.25947], [-2.57476, 0.41318, 2.29203], [-4.04788, 0.03990, 2.42138], [-4.60752, -0.67644, 1.19435], [-4.57204, 0.13322, -0.10297], [-5.30342, 1.47373, -0.03872], [-6.79274, 1.33569, 0.25931], [-2.41554, 1.11277, 1.46642], [-2.20925, 0.88919, 3.19888], [-1.96697, -0.47925, 2.10529], [-4.63191, 0.93906, 2.63248], [-4.17331, -0.61284, 3.28903], [-5.63555, -0.97951, 1.40584], [-4.04858, -1.60727, 1.04320], [-5.01180, -0.47282, -0.90137], [-3.53267, 0.30871, -0.39968], [-5.17579, 1.98557, -0.99624], [-4.83877, 2.11890, 0.71299], [-7.28283, 0.71193, -0.49100], [-7.28379, 2.30871, 0.25551], [-6.97062, 0.88495, 1.23699], [7.46235, 3.16704, -5.14738], [6.05780, 3.73905, -4.98735], [4.99971, 2.99283, -5.79849], [5.20945, 3.01310, -7.31374], [5.28178, 4.40987, -7.92868], [4.00859, 5.22733, -7.73695], [7.81092, 3.23754, -6.17833], [8.17795, 3.70262, -4.52332], [7.49172, 2.11365, -4.85674], [6.05893, 4.79723, -5.25991], [5.77680, 3.70268, -3.92979], [4.01416, 3.40609, -5.56276], [4.97699, 1.94864, -5.46843], [4.39040, 2.46026, -7.78495], [6.12233, 2.46611, -7.56389], [5.48214, 4.30507, -8.99747], [6.13357, 4.95672, -7.51537], [3.14614, 4.70990, -8.16309], [4.08924, 6.19767, -8.22718], [3.80050, 5.41291, -6.68171], [-8.58100, -2.46054, 3.20260], [-7.24379, -2.45723, 3.93594], [-6.21842, -3.41647, 3.33424], [-6.61571, -4.89341, 3.35852], [-6.92252, -5.44990, 4.74794], [-5.73657, -5.38724, 5.70488], [-9.06488, -3.43698, 3.24961], [-9.26880, -1.73456, 3.63709], [-8.44761, -2.20433, 2.14853], [-7.40279, -2.69147, 4.99178], [-6.82668, -1.44552, 3.91176], [-5.26497, -3.28855, 3.85672], [-6.03413, -3.12284, 2.29541], [-5.80408, -5.47866, 2.91361], [-7.48442, -5.04892, 2.71332], [-7.24128, -6.48954, 4.64116], [-7.77226, -4.91794, 5.18400], [-4.88074, -5.93186, 5.29901], [-5.98653, -5.83160, 6.66862], [-5.42173, -4.35922, 5.89230]],
  "atomic_forces_ev_per_a": [[0.070, 0.030, 0.099], [-0.024, -0.137, -0.201], [0.211, -0.016, -0.522], [-0.655, 0.162, 0.778], [0.251, -0.155, 0.033], [0.095, -0.001, 0.078], [-0.357, 0.220, -0.096], [0.225, -0.093, 0.197], [-0.025, -0.054, -0.109], [-0.084, 0.147, -0.089], [0.076, 0.124, 0.064], [-0.123, -0.051, 0.062], [-0.209, -0.101, -0.069], [0.345, 0.059, 0.071], [-0.045, 0.033, 0.140], [0.035, -0.144, 0.046], [0.022, -0.041, -0.112], [-0.109, 0.005, -0.018], [0.012, -0.019, -0.093], [-0.112, -0.013, 0.083], [0.116, 0.088, 0.055], [0.338, -0.154, -0.115], [-0.225, 0.186, 0.113], [-0.007, -0.123, -0.074], [-0.015, 0.050, 0.038], [0.037, 0.028, 0.038], [-0.055, -0.034, -0.002], [-0.132, -0.310, -0.128], [0.018, 0.216, 0.377], [-0.049, -0.002, 0.022], [0.089, 0.203, -0.291], [-0.197, 0.022, 0.097], [0.093, 0.005, 0.128], [0.046, -0.059, 0.092], [-0.029, 0.010, 0.029], [-0.001, -0.065, 0.009], [0.008, 0.020, -0.055], [-0.006, 0.055, 0.085], [-0.025, 0.037, 0.015], [0.014, 0.009, -0.014], [-0.085, -0.029, 0.021], [-0.012, -0.045, 0.014], [0.036, 0.019, -0.087], [0.016, 0.044, 0.055], [0.060, -0.009, -0.027], [0.029, -0.019, -0.013], [0.037, -0.073, -0.007], [0.099, -0.016, -0.052], [0.000, 0.164, -0.034], [0.012, 0.045, 0.053], [0.063, 0.032, -0.066], [0.042, -0.119, -0.239], [0.111, -0.030, -0.002], [0.112, 0.017, -0.107], [-0.004, -0.097, -0.042], [0.000, 0.020, 0.009], [0.035, -0.038, -0.133], [-0.027, 0.041, -0.076], [-0.093, 0.012, -0.046], [0.031, -0.070, -0.007], [-0.013, -0.017, 0.001], [0.022, 0.014, 0.022], [-0.031, -0.019, -0.036], [0.024, 0.036, 0.016], [0.018, 0.007, 0.020], [0.000, -0.007, 0.006], [0.023, 0.009, -0.015], [-0.013, -0.004, -0.004], [-0.010, 0.015, 0.010], [-0.003, 0.000, -0.023], [-0.008, -0.009, 0.016], [-0.012, 0.007, -0.007], [-0.101, -0.018, 0.029], [-0.002, 0.014, 0.002], [0.016, -0.002, 0.004], [-0.001, -0.016, 0.011], [-0.007, -0.004, -0.007], [-0.001, -0.005, -0.001], [-0.011, 0.045, 0.008], [0.028, -0.063, 0.022], [-0.051, 0.017, 0.009], [0.035, -0.002, 0.002], [-0.042, -0.002, -0.018], [0.040, 0.011, 0.001], [-0.002, -0.007, -0.003], [0.003, -0.011, 0.006], [0.001, -0.008, -0.019], [-0.016, 0.005, 0.002], [0.000, 0.025, 0.001], [-0.003, -0.005, -0.007], [0.001, -0.009, -0.023], [-0.004, 0.009, -0.005], [0.002, -0.001, 0.013], [0.012, 0.012, 0.000], [0.013, -0.012, -0.003], [-0.008, -0.005, 0.016], [-0.009, -0.002, -0.006], [-0.004, -0.002, 0.001], [0.009, 0.013, 0.044], [-0.019, 0.024, -0.057], [0.071, 0.016, 0.001], [-0.041, 0.010, -0.005], [0.040, -0.026, 0.001], [-0.042, 0.006, 0.007], [0.001, -0.003, -0.008], [-0.002, 0.003, -0.010], [-0.003, -0.021, -0.009], [0.014, -0.001, 0.005], [0.001, 0.003, 0.022], [0.004, -0.006, -0.004], [0.001, -0.023, -0.005], [0.002, -0.006, 0.009], [0.000, 0.012, -0.002], [-0.014, 0.003, 0.010], [-0.012, 0.000, -0.013], [0.011, 0.015, -0.004], [0.009, -0.007, -0.001], [0.005, 0.000, -0.001]]
}